1.
{"formula": "C4H16NO2", "method": "ωB97M-V with the def2-TZVPD basis set", "symbols": ["C", "C", "C", "C", "N", "H", "H", "H", "H", "H", "H", "H", "H", "H", "H", "H", "H", "H", "H", "O", "H", "H", "O"], "coordinates": [[-0.6620, -0.6210, 1.4668], [0.1966, 0.4274, 0.8148], [1.5867, -0.1767, 0.6012], [2.8006, 0.8400, 0.2042], [-0.4653, 0.7934, -0.4138], [-1.6670, -0.4578, 1.4567], [-0.3437, -0.6930, 2.5470], [-0.5306, -1.6489, 1.0904], [0.2933, 1.3670, 1.3519], [1.8965, -0.6507, 1.5280], [1.4080, -1.0573, -0.1517], [3.7082, 0.2508, 0.1530], [2.5249, 1.3640, -0.8402], [2.7674, 1.5779, 1.0827], [0.0164, 1.4021, -1.1219], [-0.6076, -0.1524, -0.8337], [-1.3272, 1.1782, -0.2453], [0.9510, -1.2347, -2.7711], [-0.1192, -2.2898, -2.4685], [0.0907, -1.3877, -2.3775], [-4.1581, 0.9980, 0.1171], [-4.5619, -0.1892, -0.7218], [-3.7977, 0.3604, -0.4682]], "forces_ev_per_a": [[2.6, -1.2, 2.3], [1.8, 0.1, 1.4], [1.0, -0.4, -2.1], [-3.6, 0.4, -0.4], [2.2, -1.8, -3.3], [-2.9, 0.9, 0.0], [-0.4, 0.1, -1.0], [0.3, 0.5, -0.3], [-0.1, -0.1, 0.7], [-0.2, 0.0, 0.1], [0.7, 1.6, 1.1], [0.2, 0.3, -0.1], [1.0, -1.0, 2.4], [0.6, -0.8, -1.6], [-0.1, -0.8, 1.0], [-0.2, 0.8, -0.9], [-3.0, 1.1, 0.5], [0.2, -0.2, -0.2], [-0.3, -1.8, -0.3], [0.1, 2.1, 0.6], [-0.6, 1.0, 0.9], [0.5, 0.3, 0.1], [0.3, -1.2, -0.9]], "e_homo_ha": -0.561, "fmax_ev_per_a": 4.33, "lumo_energy_ev": -2.93, "gap_ev": 12.344, "charge": 1}

2.
{"formula": "C4H16NO2S", "method": "ωB97M-V with the def2-TZVPD basis set", "symbols": ["C", "C", "C", "S", "C", "N", "H", "H", "H", "H", "H", "H", "H", "H", "H", "H", "H", "H", "H", "H", "O", "H", "H", "O"], "coordinates": [[0.8230, 0.0376, -1.0638], [-0.6139, 0.4489, -1.2725], [-1.6716, -0.0771, -0.2953], [-1.2998, -1.7085, 0.4776], [-0.9173, -2.8705, -0.8574], [1.2942, 0.3963, 0.3148], [0.9180, -1.0085, -1.3323], [1.3839, 0.5988, -1.7810], [-0.9022, 0.2748, -2.3096], [-0.8171, 1.5168, -1.2603], [-2.6717, -0.0014, -0.6938], [-1.6747, 0.5032, 0.6340], [-1.2907, -3.8189, -0.4659], [0.1632, -2.9755, -0.9054], [-1.4446, -2.7365, -1.7952], [1.3331, 1.4309, 0.3659], [0.5701, 0.0539, 0.9363], [2.1377, -0.1414, 0.4723], [1.5175, -0.0877, 3.4133], [0.1671, -0.5312, 2.8654], [0.7024, 0.2577, 3.0273], [-0.0429, 3.4479, 0.6302], [1.4844, 3.8556, 0.4555], [0.8519, 3.1350, 0.4397]], "forces_ev_per_a": [[-0.9, 0.7, -0.7], [-1.5, 0.6, -0.1], [0.9, -0.8, 0.8], [-0.4, 0.5, -0.3], [-0.1, -0.7, 0.9], [-0.6, -0.9, -1.9], [0.3, -0.2, 0.7], [0.7, 0.3, -0.3], [0.2, -0.8, 0.0], [0.8, 0.5, 0.2], [-0.2, -0.2, -0.2], [-0.1, 0.3, -0.2], [0.1, 0.0, -0.1], [0.0, 0.0, -0.6], [0.2, 0.5, -0.1], [0.3, 0.0, 0.5], [0.1, 0.0, 0.7], [0.4, 0.5, 0.6], [-0.1, 0.1, 0.2], [-0.1, 0.0, 0.4], [0.1, -0.3, -0.3], [0.5, 0.3, 0.0], [-0.2, 0.4, 0.1], [-0.1, -0.6, -0.2]], "e_homo_ha": -0.457, "fmax_ev_per_a": 2.19, "lumo_energy_ev": -2.94, "gap_ev": 9.485, "charge": 1}

3.
{"formula": "C4H16NO2S2", "method": "ωB97M-V with the def2-TZVPD basis set", "symbols": ["N", "C", "C", "S", "S", "C", "C", "H", "H", "H", "H", "H", "H", "H", "H", "H", "H", "H", "H", "H", "H", "O", "H", "H", "O"], "coordinates": [[-0.9864, 0.0262, 1.2852], [0.0256, -0.6022, 2.2100], [0.7366, -1.8610, 1.6041], [-0.0103, -2.5533, 0.0581], [1.4885, -2.3501, -1.3642], [1.7072, -0.6341, -2.1784], [0.7328, -0.4795, -3.2686], [-0.9272, 1.0434, 1.3685], [-0.8933, -0.3496, 0.2579], [-1.9639, -0.3236, 1.5476], [-0.4857, -1.1304, 3.0904], [0.8246, 0.2391, 2.5313], [0.7176, -2.6445, 2.4109], [1.8614, -1.7770, 1.4473], [1.5207, 0.1577, -1.4218], [2.7430, -0.7328, -2.5461], [-0.3146, -0.3843, -2.8640], [0.6372, -1.3728, -3.9252], [0.8478, 0.5337, -3.8769], [0.2942, 3.3216, 0.5693], [0.2693, 2.4638, -0.6446], [-0.2265, 2.6093, 0.1649], [-3.4352, 1.7792, 1.3251], [-2.6532, 2.9312, 0.9367], [-2.5103, 2.0901, 1.2825]], "forces_ev_per_a": [[-0.9, -2.3, -0.4], [1.5, -0.4, 1.1], [1.6, -0.9, 0.4], [0.6, 1.0, 0.0], [0.4, 0.3, 0.0], [-0.4, -0.8, 1.4], [-2.5, 1.6, -2.0], [-0.5, 0.2, -0.6], [0.3, 0.8, 2.0], [1.7, 1.0, -0.3], [0.4, 2.0, -1.0], [-2.1, -2.1, -0.6], [-0.3, 0.5, -1.0], [-1.5, 0.4, -0.2], [0.8, -0.5, -0.3], [-0.3, 0.3, 0.5], [0.9, -0.1, -0.1], [0.5, 0.8, 0.1], [0.1, -2.2, 1.0], [-0.3, -0.1, 0.1], [-0.1, -0.1, -0.4], [0.8, 0.4, 0.2], [0.5, -0.1, 0.3], [0.2, 2.6, -1.1], [-1.5, -2.2, 1.0]], "e_homo_ha": -0.451, "fmax_ev_per_a": 3.61, "lumo_energy_ev": -3.15, "gap_ev": 9.128, "charge": 1}

4.
{"formula": "C4H16NO3", "method": "ωB97M-V with the def2-TZVPD basis set", "symbols": ["O", "C", "C", "N", "C", "C", "H", "H", "H", "H", "H", "H", "H", "H", "H", "H", "H", "H", "H", "H", "O", "H", "H", "O"], "coordinates": [[-0.8052, -2.0350, 0.5903], [-1.5506, -1.8845, -0.6369], [-0.6917, -0.8170, -1.4072], [0.0142, 0.0837, -0.4024], [-0.0247, 1.6124, -0.5552], [0.9021, 2.1493, -1.6711], [-1.3762, -2.3300, 1.3122], [-1.4746, -2.8651, -1.0657], [-2.6219, -1.5800, -0.6163], [0.0834, -1.3674, -1.9850], [-1.1832, -0.1567, -2.1265], [0.9497, -0.3346, -0.4266], [-0.3354, -0.1763, 0.5765], [-1.0834, 1.8763, -0.7241], [0.3173, 1.9545, 0.4075], [1.9306, 1.9113, -1.4513], [0.6483, 1.7075, -2.6813], [0.7740, 3.2262, -1.4924], [3.0138, -0.0007, 1.1088], [2.6175, -0.0594, 2.4879], [2.1788, 0.0210, 1.6108], [-0.2567, -0.8918, 2.9153], [-1.1111, 0.1759, 3.5457], [-0.9152, -0.2196, 2.6871]], "forces_ev_per_a": [[-1.0, 0.0, 0.2], [0.7, 0.8, 0.0], [0.2, -0.3, -0.4], [-0.4, -0.8, 0.7], [0.3, -1.3, -0.9], [-1.3, -0.7, 0.5], [0.0, 0.1, -0.2], [-0.2, -0.2, -1.0], [0.8, -0.1, 0.8], [-0.4, 0.5, 0.5], [-0.4, -0.4, 0.3], [0.1, 1.0, 0.6], [0.4, 0.3, -1.2], [0.5, -0.1, 0.1], [-0.1, 0.3, 0.3], [0.4, -0.1, 0.1], [0.1, 1.1, 1.0], [0.2, -0.1, -1.1], [-0.5, 0.1, -0.4], [-1.0, 0.1, -0.3], [1.6, -0.2, 0.6], [0.0, 0.1, -0.2], [-0.2, 0.2, -0.2], [0.3, -0.2, 0.3]], "e_homo_ha": -0.536, "fmax_ev_per_a": 1.73, "lumo_energy_ev": -2.78, "gap_ev": 11.807, "charge": 1}

Repeat the third record exactly.
{"formula": "C4H16NO2S2", "method": "ωB97M-V with the def2-TZVPD basis set", "symbols": ["N", "C", "C", "S", "S", "C", "C", "H", "H", "H", "H", "H", "H", "H", "H", "H", "H", "H", "H", "H", "H", "O", "H", "H", "O"], "coordinates": [[-0.9864, 0.0262, 1.2852], [0.0256, -0.6022, 2.2100], [0.7366, -1.8610, 1.6041], [-0.0103, -2.5533, 0.0581], [1.4885, -2.3501, -1.3642], [1.7072, -0.6341, -2.1784], [0.7328, -0.4795, -3.2686], [-0.9272, 1.0434, 1.3685], [-0.8933, -0.3496, 0.2579], [-1.9639, -0.3236, 1.5476], [-0.4857, -1.1304, 3.0904], [0.8246, 0.2391, 2.5313], [0.7176, -2.6445, 2.4109], [1.8614, -1.7770, 1.4473], [1.5207, 0.1577, -1.4218], [2.7430, -0.7328, -2.5461], [-0.3146, -0.3843, -2.8640], [0.6372, -1.3728, -3.9252], [0.8478, 0.5337, -3.8769], [0.2942, 3.3216, 0.5693], [0.2693, 2.4638, -0.6446], [-0.2265, 2.6093, 0.1649], [-3.4352, 1.7792, 1.3251], [-2.6532, 2.9312, 0.9367], [-2.5103, 2.0901, 1.2825]], "forces_ev_per_a": [[-0.9, -2.3, -0.4], [1.5, -0.4, 1.1], [1.6, -0.9, 0.4], [0.6, 1.0, 0.0], [0.4, 0.3, 0.0], [-0.4, -0.8, 1.4], [-2.5, 1.6, -2.0], [-0.5, 0.2, -0.6], [0.3, 0.8, 2.0], [1.7, 1.0, -0.3], [0.4, 2.0, -1.0], [-2.1, -2.1, -0.6], [-0.3, 0.5, -1.0], [-1.5, 0.4, -0.2], [0.8, -0.5, -0.3], [-0.3, 0.3, 0.5], [0.9, -0.1, -0.1], [0.5, 0.8, 0.1], [0.1, -2.2, 1.0], [-0.3, -0.1, 0.1], [-0.1, -0.1, -0.4], [0.8, 0.4, 0.2], [0.5, -0.1, 0.3], [0.2, 2.6, -1.1], [-1.5, -2.2, 1.0]], "e_homo_ha": -0.451, "fmax_ev_per_a": 3.61, "lumo_energy_ev": -3.15, "gap_ev": 9.128, "charge": 1}

Which formula does entry 1 have?
C4H16NO2